# 1
C50H40N6O4Sn as an isolated structure at a distorted geometry, computed with ωB97M-V/def2-TZVPD.

Computed properties:
HOMO energy (alpha / beta), eV: -6.78 / -6.92
Kohn-Sham gap (alpha / beta), eV: 5.2 / 4.0
Max |F|, eV/Å: 7.0
Spin multiplicity: 1

Atoms and positions in Å:
Sn  -0.3552  0.5195  0.0212
C  3.1394  4.5351  1.8383
C  2.1438  3.8393  2.5238
C  0.9822  3.3705  1.9068
C  0.8813  3.3563  0.5371
C  1.8474  4.1128  -0.1852
C  2.9825  4.6354  0.4337
N  -0.0946  2.7122  -0.1122
C  -0.8202  3.2473  -1.1402
C  -0.9219  4.6067  -1.3576
C  -1.2752  5.0972  -2.6143
C  -1.8290  4.2790  -3.5611
C  -1.9062  2.9200  -3.3027
C  -1.4518  2.3704  -2.1074
N  -1.3262  0.9861  -1.8531
N  -2.2319  0.1265  -2.5338
C  -1.6891  -0.5646  -3.5339
C  -2.5774  -1.3784  -4.3104
C  -2.2103  -1.7766  -5.5670
C  -0.9040  -1.5201  -5.9930
C  -0.0732  -0.8134  -5.1421
N  -0.4144  -0.3532  -3.9347
H  3.9883  4.9414  2.3592
H  2.2192  3.6947  3.6019
H  0.2824  2.8223  2.5417
H  1.6801  4.1245  -1.2573
H  3.7544  5.0701  -0.2061
H  -0.6953  5.2901  -0.5414
H  -1.0642  6.1389  -2.8153
H  -2.1398  4.5981  -4.5872
H  -2.3930  2.2932  -3.9992
H  -3.5370  -1.5373  -3.9030
H  -3.0014  -2.1234  -6.2509
H  -0.5220  -1.8467  -6.9228
H  0.8911  -0.5068  -5.5240
O  -1.6580  0.4292  1.5441
C  -2.6565  -0.6079  1.6798
C  -2.7175  -1.5684  0.4696
C  -1.5051  -2.3598  0.0898
C  -1.5191  -3.7339  -0.1208
C  -0.5774  -4.3185  -0.9611
C  0.4658  -3.5374  -1.4587
C  0.5829  -2.1952  -1.0596
C  1.7826  -1.3354  -1.3416
C  2.4127  -0.7061  -0.0976
O  1.5937  0.2922  0.4518
C  2.7236  -1.7537  1.0567
C  2.9436  -1.2879  2.3488
C  3.3489  -2.1796  3.3529
C  3.3706  -3.5445  3.1761
C  3.0631  -4.0370  1.8893
C  2.8060  -3.1704  0.8452
C  3.7788  -0.0307  -0.4516
C  4.0140  1.3157  -0.3139
C  5.2902  1.8510  -0.4822
C  6.3684  1.0458  -0.8923
C  6.1292  -0.3123  -1.0579
C  4.8595  -0.8380  -0.8470
N  -0.4059  -1.6728  -0.2951
C  -2.3996  -1.5068  2.9268
C  -3.4566  -2.3335  3.3002
C  -3.3014  -3.2912  4.3101
C  -2.0741  -3.3344  5.0541
C  -1.0447  -2.5206  4.6474
C  -1.1694  -1.6419  3.5617
C  -4.0257  0.1315  1.8628
C  -4.4821  0.5507  3.1113
C  -5.5223  1.4779  3.2081
C  -6.3617  1.7771  2.1331
C  -5.9628  1.2895  0.9068
C  -4.7861  0.5890  0.7794
H  -3.0722  -1.1850  -0.5079
H  -3.4348  -2.3291  0.7873
H  -2.2342  -4.3788  0.4280
H  -0.6500  -5.3853  -1.1612
H  1.2631  -3.9174  -2.1183
H  1.4971  -0.5590  -2.0372
H  2.4453  -1.9886  -1.9282
H  2.8537  -0.2049  2.5505
H  3.6727  -1.8068  4.3246
H  3.6436  -4.1759  3.9847
H  3.0916  -5.1382  1.7072
H  2.6938  -3.5742  -0.1611
H  3.2514  1.9956  0.0216
H  5.3853  2.8829  -0.2764
H  7.3498  1.4317  -1.1030
H  6.9356  -0.9518  -1.4198
H  4.7016  -1.9404  -0.9299
H  -4.4225  -2.2835  2.8133
H  -4.0060  -4.1288  4.4122
H  -1.9420  -4.0609  5.8981
H  -0.1381  -2.4675  5.2346
H  -0.2833  -1.1061  3.2214
H  -4.0296  0.3550  4.0699
H  -5.6708  1.9139  4.1988
H  -7.2637  2.4004  2.3238
H  -6.5708  1.4531  0.0128
H  -4.3466  0.3954  -0.1798
O  2.5872  0.5349  -3.7656
N  2.7255  1.7538  -3.6985
O  2.7011  2.2662  -2.5366

# 2
C50H41BrCl5KN6O5 as an isolated structure at a distorted geometry, computed with ωB97M-V/def2-TZVPD.

Computed properties:
HOMO energy, eV: -3.20
Kohn-Sham gap, eV: 7.0
Max |F|, eV/Å: 1.4
Energy above the lowest of the compared OMol25 structures with the same formula, charge and spin, kJ/mol: 54.0
Spin multiplicity: 1
Charge: -2

Atoms and positions in Å:
K  0.1289  -0.9488  0.2800
O  2.5126  1.1640  0.5188
C  3.7739  0.4958  0.6006
C  3.6328  -1.0412  0.2717
O  4.6908  -1.6837  0.2058
O  2.4673  -1.4282  0.0854
C  4.4048  0.6885  1.9699
C  5.6939  0.2135  2.2059
C  6.3021  0.4125  3.4323
C  5.6306  1.0879  4.4449
C  4.3458  1.5458  4.2155
C  3.7351  1.3495  2.9848
C  4.6334  1.2318  -0.4275
C  4.7458  2.6152  -0.2826
C  5.4399  3.3743  -1.2056
C  6.0488  2.7597  -2.2923
C  5.9469  1.3899  -2.4367
C  5.2386  0.6255  -1.5165
H  1.8943  0.6719  1.0885
H  6.1952  -0.3329  1.4213
H  7.3032  0.0322  3.6019
H  6.1030  1.2374  5.4104
H  3.7941  2.0385  5.0087
H  2.7211  1.6803  2.8357
H  4.2648  3.0867  0.5645
H  5.5035  4.4475  -1.0682
H  6.5934  3.3474  -3.0223
H  6.4122  0.8973  -3.2830
H  5.1762  -0.4479  -1.6206
C  0.1961  2.6566  3.7938
C  -0.7925  2.0084  3.0381
N  -0.9222  2.1616  1.7449
C  -0.0801  2.9837  1.0978
C  0.9858  3.6268  1.7526
C  1.1027  3.4463  3.1394
C  1.9191  4.4199  1.0068
C  1.7554  4.6148  -0.3157
C  0.6286  4.0537  -1.0049
C  0.3806  4.3372  -2.3589
C  -0.7356  3.8097  -2.9591
C  -1.5696  2.9813  -2.1925
N  -1.3633  2.7006  -0.9294
C  -0.2825  3.2283  -0.3237
H  0.2647  2.4795  4.8575
H  -1.4705  1.3081  3.5107
H  1.9209  3.9221  3.6690
H  2.7570  4.8550  1.5383
H  2.4555  5.2107  -0.8879
H  1.0769  4.9630  -2.9050
H  -0.9638  3.9872  -4.0009
H  -2.4477  2.5318  -2.6488
Br  -3.6590  -2.9986  1.4457
C  -2.2710  -3.0060  2.7524
C  -2.3046  -3.9954  3.7261
C  -1.2598  -4.0126  4.6282
C  -0.2610  -3.0580  4.5156
C  -0.3415  -2.1024  3.5073
N  -1.3479  -2.0905  2.6269
C  0.8052  -1.0480  3.4297
O  1.6689  -1.1605  4.3028
O  0.7059  -0.2091  2.5131
H  -3.1083  -4.7164  3.7486
H  -1.2174  -4.7680  5.4031
H  0.5976  -3.0084  5.1671
N  -3.5844  0.6129  0.4053
C  -3.9524  1.3120  1.5227
C  -4.2245  0.6734  2.7394
C  -4.6154  1.4037  3.8451
C  -4.7521  2.7829  3.7852
C  -4.4903  3.4182  2.5783
C  -4.1021  2.7042  1.4648
H  -3.0080  1.1256  -0.2490
H  -3.2123  -0.3128  0.5638
H  -4.1067  -0.3989  2.8047
H  -4.8071  0.8801  4.7753
H  -5.0474  3.3519  4.6572
H  -4.5796  4.4966  2.5042
H  -3.8780  3.2133  0.5381
C  1.7034  1.1628  -2.8743
C  2.5795  1.1521  -4.1466
N  2.1768  0.0630  -5.0401
C  0.7464  0.1969  -5.3167
C  -0.0689  0.0523  -4.0127
N  0.8243  -0.0045  -2.8608
C  1.6498  -1.2104  -2.9835
C  2.3903  -1.2073  -4.3392
H  1.0740  2.0501  -2.8387
H  2.3024  1.1573  -1.9618
H  3.6326  1.0111  -3.8938
H  2.4998  2.0981  -4.6939
H  0.4549  -0.5604  -6.0508
H  0.5860  1.1763  -5.7800
H  -0.6735  -0.8579  -4.0161
H  -0.7620  0.8881  -3.8855
H  0.9974  -2.0824  -2.8809
H  2.3373  -1.2393  -2.1374
H  2.0375  -2.0111  -4.9943
H  3.4654  -1.3498  -4.1981
Cl  -3.5368  -0.3449  -2.9522
C  -2.8077  -1.9862  -2.7265
C  -1.9585  -2.2054  -1.6858
C  -1.4524  -3.4689  -1.6053
Cl  -0.2708  -3.8764  -0.2839
C  -1.7590  -4.5009  -2.4795
Cl  -1.0986  -6.0922  -2.3271
C  -2.6415  -4.2219  -3.5245
Cl  -3.0676  -5.4661  -4.6519
C  -3.1796  -2.9445  -3.6625
Cl  -4.2703  -2.6147  -4.9733

# 3
A 7-piece molecular cluster, C50H41BrF4N2O18S overall at a distorted geometry, computed with ωB97M-V/def2-TZVPD.

Computed properties:
HOMO energy, eV: -8.52
Kohn-Sham gap, eV: 6.4
Max |F|, eV/Å: 2.2
Spin multiplicity: 1

Atoms and positions in Å:
C  5.9993  -0.5731  1.3301
O  4.6664  -0.1145  1.4516
C  4.3960  1.0643  0.7256
C  4.9297  2.2953  1.4376
C  4.1746  2.7861  2.5149
C  2.8897  2.1461  2.9950
C  1.6700  3.0455  2.7327
C  1.0760  2.9042  1.3038
C  -0.3880  2.3922  1.2878
S  -1.5928  3.6511  1.0156
O  -2.7668  3.0880  0.4067
O  -1.8539  4.3679  2.2308
O  -0.9288  4.6729  -0.0132
C  4.6329  3.9175  3.1924
N  3.9156  4.4782  4.2765
C  5.8427  4.5021  2.7977
C  6.2307  5.7480  3.6097
O  6.8023  5.5313  4.6810
O  5.8549  6.8105  3.0958
C  6.5807  3.9851  1.7656
C  7.9113  4.5922  1.3424
F  8.8902  3.6550  1.3024
F  8.3528  5.5226  2.1928
C  7.8052  5.3371  -0.0412
F  6.5514  5.2606  -0.5523
F  8.7047  4.8699  -0.9281
N  6.0900  2.8996  1.0973
Br  7.0223  2.2015  -0.3733
H  6.3010  -0.7825  0.3040
H  6.1288  -1.4742  1.9060
H  6.6989  0.1623  1.7505
H  4.6851  1.0003  -0.3229
H  3.3165  1.1266  0.7220
H  2.7358  1.1406  2.6252
H  2.9821  2.0843  4.0793
H  1.9239  4.0902  2.8697
H  0.8924  2.8157  3.4545
H  1.6456  2.1893  0.7174
H  1.0923  3.8787  0.8236
H  -0.5068  1.6538  0.4967
H  -0.6683  1.9058  2.2189
H  -1.5561  5.4014  -0.1356
H  3.5797  5.3967  4.0036
H  4.5659  4.5723  5.0539
H  8.0150  6.3939  0.1187
C  -4.5859  0.3025  0.8111
C  -5.2680  1.4355  0.6727
C  -6.6950  1.4245  0.2592
O  -7.3213  2.4540  0.1291
C  -7.3272  0.1020  0.0090
C  -6.6379  -1.0267  0.1498
C  -5.2137  -1.0153  0.5621
O  -4.5849  -2.0483  0.6924
H  -3.5454  0.2908  1.1113
H  -4.8193  2.4007  0.8538
H  -8.3617  0.1107  -0.2881
H  -7.0820  -1.9982  -0.0271
C  -11.6060  -1.4916  -2.1044
C  -12.0324  -1.8600  -3.3095
C  -11.1160  -2.5047  -4.2856
O  -11.5033  -2.8394  -5.3837
C  -9.7083  -2.7227  -3.8646
C  -9.2861  -2.3529  -2.6594
C  -10.1999  -1.7110  -1.6862
O  -9.8122  -1.3761  -0.5835
H  -12.2551  -1.0200  -1.3775
H  -13.0541  -1.7102  -3.6345
H  -9.0510  -3.1924  -4.5829
H  -8.2627  -2.5029  -2.3379
C  4.8715  -5.4382  -1.5678
C  5.4873  -4.3614  -1.0878
C  5.8636  -4.2653  0.3433
O  6.4235  -3.2803  0.7806
C  5.5294  -5.4135  1.2201
C  4.9137  -6.4911  0.7413
C  4.5363  -6.5894  -0.6915
O  3.9773  -7.5702  -1.1292
H  4.5874  -5.5290  -2.6084
H  5.7406  -3.5121  -1.7099
H  5.8137  -5.3218  2.2606
H  4.6605  -7.3396  1.3638
C  -6.9859  -5.7795  -3.1148
C  -6.4906  -6.9940  -2.8948
C  -5.5708  -7.6378  -3.8672
O  -5.1207  -8.7441  -3.6691
C  -5.2253  -6.8727  -5.0921
C  -5.7215  -5.6581  -5.3106
C  -6.6392  -5.0173  -4.3387
O  -7.0906  -3.9070  -4.5377
H  -7.6583  -5.2930  -2.4192
H  -6.7300  -7.5668  -2.0081
H  -4.5534  -7.3589  -5.7876
H  -5.4832  -5.0839  -6.1968
C  5.3197  2.7606  -3.8311
C  5.1129  3.7680  -4.6745
C  3.7547  4.0659  -5.1977
O  3.5638  4.9802  -5.9668
C  2.6397  3.1966  -4.7407
C  2.8504  2.1898  -3.8972
C  4.2065  1.8951  -3.3770
O  4.3979  0.9759  -2.6040
H  6.3012  2.5271  -3.4398
H  5.9125  4.4120  -5.0173
H  1.6579  3.4301  -5.1322
H  2.0523  1.5443  -3.5529
C  -0.4386  -0.0653  5.2636
C  -1.1486  -0.8587  6.0609
C  -1.8399  -2.0629  5.5314
O  -2.4877  -2.7842  6.2552
C  -1.7059  -2.3461  4.0789
C  -0.9943  -1.5511  3.2846
C  -0.3071  -0.3524  3.8170
O  0.3442  0.3760  3.0884
H  0.0718  0.8176  5.6282
H  -1.2576  -0.6688  7.1208
H  -2.2169  -3.2266  3.7112
H  -0.8855  -1.7389  2.2238

# 4
C50H41F3GeIrN2OP2S2 as an isolated structure, computed with ωB97M-V/def2-TZVPD.

Computed properties:
HOMO energy, eV: -10.31
Kohn-Sham gap, eV: 6.5
Max |F|, eV/Å: 0.3
Energy above the lowest of the compared OMol25 structures with the same formula, charge and spin, kJ/mol: 3.6
Spin multiplicity: 1
Charge: +1

Atoms and positions in Å:
Ir  0.1100  -0.1163  0.0925
S  -1.2490  1.3362  -1.3921
P  -1.9076  1.9903  0.4235
C  -0.8711  0.9954  1.3830
P  0.2690  1.3127  2.6496
S  1.8450  0.4203  1.7183
C  -0.1795  0.6177  4.2373
C  -1.5206  0.5783  4.6058
C  -1.8726  0.0969  5.8577
C  -0.8874  -0.3467  6.7297
C  0.4498  -0.3122  6.3560
C  0.8082  0.1706  5.1072
C  0.6120  3.0516  2.9408
C  1.1759  3.8108  1.9136
C  1.4161  5.1582  2.1058
C  1.1052  5.7519  3.3250
C  0.5502  5.0005  4.3481
C  0.2989  3.6478  4.1592
C  -1.7757  3.7747  0.5679
C  -1.2450  4.5452  -0.4616
C  -1.1535  5.9224  -0.3122
C  -1.5751  6.5220  0.8644
C  -2.0983  5.7520  1.8974
C  -2.2095  4.3814  1.7480
C  -3.6210  1.5944  0.7863
C  -4.6407  2.4156  0.3037
C  -5.9619  2.0972  0.5708
C  -6.2653  0.9675  1.3221
C  -5.2526  0.1442  1.7919
C  -3.9276  0.4502  1.5197
H  -2.2873  0.9124  3.9155
H  -2.9138  0.0606  6.1496
H  -1.1635  -0.7287  7.7037
H  1.2126  -0.6690  7.0349
H  1.8487  0.1820  4.8036
H  1.4287  3.3377  0.9719
H  1.8518  5.7482  1.3102
H  1.3040  6.8052  3.4763
H  0.3164  5.4623  5.2983
H  -0.1298  3.0619  4.9619
H  -0.9149  4.0703  -1.3764
H  -0.7549  6.5252  -1.1175
H  -1.5026  7.5961  0.9785
H  -2.4274  6.2229  2.8142
H  -2.6375  3.7844  2.5461
H  -4.4036  3.3053  -0.2678
H  -6.7550  2.7337  0.2015
H  -7.2986  0.7269  1.5367
H  -5.4925  -0.7449  2.3602
H  -3.1324  -0.2023  1.8594
N  4.2199  -3.8526  -1.5830
C  4.4997  -2.7868  -2.3664
O  5.3322  -2.8043  -3.2491
C  3.7077  -1.5275  -2.1136
C  4.1540  -0.3473  -2.6886
C  3.4153  0.8082  -2.5001
C  2.2487  0.7437  -1.7668
N  1.8061  -0.3984  -1.2173
C  2.5344  -1.5091  -1.3810
H  4.7448  -4.6958  -1.7410
H  3.6024  -3.8122  -0.7931
H  5.0628  -0.3639  -3.2759
H  3.7248  1.7527  -2.9243
H  1.6274  1.6159  -1.6136
H  2.1321  -2.4041  -0.9384
F  -0.9301  -2.6489  0.9255
C  0.1473  -1.8598  1.1777
F  1.2433  -2.6524  1.0270
F  0.0627  -1.6400  2.5113
C  -5.3275  -3.0558  -0.9351
C  -4.3052  -3.9936  -0.9548
C  -2.9954  -3.5908  -1.1721
C  -2.6829  -2.2440  -1.3671
C  -3.7208  -1.3126  -1.3397
C  -5.0328  -1.7147  -1.1306
Ge  -0.8325  -1.7840  -1.7860
C  0.1890  -3.4548  -2.0650
C  0.7049  -3.6692  -3.3481
C  1.3678  -4.8455  -3.6775
C  1.5211  -5.8460  -2.7330
C  0.9970  -5.6645  -1.4612
C  0.3411  -4.4865  -1.1311
C  -0.7527  -0.8118  -3.4911
C  -1.9448  -0.4639  -4.1285
C  -1.9387  0.2139  -5.3407
C  -0.7374  0.5621  -5.9385
C  0.4589  0.2125  -5.3277
C  0.4479  -0.4693  -4.1197
H  -6.3508  -3.3711  -0.7742
H  -4.5275  -5.0431  -0.8087
H  -2.2147  -4.3403  -1.1992
H  -3.5126  -0.2622  -1.4916
H  -5.8245  -0.9755  -1.1217
H  0.5767  -2.9262  -4.1213
H  1.7540  -4.9771  -4.6803
H  2.0312  -6.7660  -2.9889
H  1.0848  -6.4489  -0.7195
H  -0.0679  -4.3983  -0.1381
H  -2.8947  -0.7293  -3.6831
H  -2.8765  0.4665  -5.8188
H  -0.7319  1.0910  -6.8828
H  1.4027  0.4580  -5.7989
H  1.3964  -0.7685  -3.6925